ORCA calculation (ωB97M-V with the def2-TZVPD basis set) on an isolated molecule of C15H13N3O3S.

Values from the calculation:
HOMO in Eh: -0.304
Calculated total energy in eV: -37213.1378
SMILES: Cc1ccc(NC(=O)CSc2nnc(-c3ccco3)o2)cc1
Frontier orbital gap in eV: 8.7
M in g mol⁻¹: 315.354

```
! wB97M-V def2-TZVPD RIJCOSX def2/J DEFGRID3
* xyz 0 1
C 2.33 -1.39 -2.74
C 1.16 -0.64 -2.18
C 1.28 0.68 -1.76
C 0.21 1.36 -1.22
C -1.01 0.72 -1.08
C -1.16 -0.59 -1.53
C -0.08 -1.26 -2.07
H -0.20 -2.28 -2.40
H -2.11 -1.09 -1.43
N -2.10 1.32 -0.41
C -1.98 2.13 0.67
O -1.02 2.81 0.93
C -3.20 2.14 1.59
H -4.01 2.71 1.15
H -2.91 2.59 2.54
S -3.92 0.48 1.92
C -2.50 -0.51 1.88
N -2.46 -1.79 1.68
N -1.17 -2.13 1.60
C -0.47 -1.05 1.74
C 0.94 -0.84 1.60
C 1.64 0.34 1.62
C 2.98 -0.01 1.34
C 2.98 -1.37 1.18
O 1.76 -1.87 1.33
H 3.78 -2.05 0.96
H 3.82 0.65 1.28
H 1.24 1.32 1.79
O -1.27 0.04 1.95
H -2.97 0.80 -0.50
H 0.33 2.38 -0.88
H 2.23 1.18 -1.85
H 2.43 -2.36 -2.26
H 3.25 -0.83 -2.61
H 2.19 -1.57 -3.81
*
```

Results of the natural (NBO) charge analysis, in e, for atoms 1 through 2: -0.63 -0.03

---

ORCA calculation (ωB97M-V with the def2-TZVPD basis set) on C15H13N4O2ReS4Sb as an isolated structure.

Values from the calculation:
HOMO in Eh: -0.608
Calculated total energy in eV: -77802.4089
Frontier orbital gap in eV: 5.9
M in g mol⁻¹: 717.530

```
! wB97M-V def2-TZVPD RIJCOSX def2/J DEFGRID3
* xyz 3 1
Re -1.52 -0.14 0.25
C 3.28 0.11 -3.17
C 1.91 0.26 -3.33
C 1.08 0.28 -2.22
C 1.64 0.15 -0.95
C 3.02 -0.01 -0.78
C 3.83 -0.03 -1.90
N 0.79 0.18 0.19
N 1.35 0.31 1.29
C 0.51 0.28 2.40
C 1.09 0.35 3.64
C 0.29 0.31 4.77
C -1.08 0.21 4.61
C -1.61 0.14 3.34
N -0.84 0.18 2.22
H 3.93 0.09 -4.04
H 1.49 0.37 -4.32
H 0.02 0.40 -2.36
H 3.44 -0.13 0.20
H 4.90 -0.16 -1.78
H 2.17 0.43 3.70
H 0.73 0.35 5.76
H -1.76 0.18 5.45
H -2.68 0.07 3.19
S -6.04 11.37 -2.14
Sb -6.12 10.68 -4.16
S -3.44 -0.61 0.86
S -1.64 1.77 -0.57
S -6.20 10.02 -6.19
O -1.38 -1.28 -1.43
C -0.81 -2.30 -0.85
C -0.39 -3.63 -1.36
C 0.18 -4.27 -0.07
C 0.05 -3.22 1.03
O 0.40 -3.24 2.16
N -0.60 -2.08 0.42
H 0.34 -3.51 -2.16
H -1.24 -4.16 -1.78
H 1.23 -4.55 -0.17
H -0.36 -5.16 0.23
*
```

Results of the natural (NBO) charge analysis, in e, for atoms 1 through 2: 0.82 -0.12

---

ORCA calculation (ωB97M-V with the def2-TZVPD basis set) on C15H14B3CsF6N6O11 as an isolated structure.

Values from the calculation:
HOMO in Eh: -0.106
Calculated total energy in eV: -66135.7595
Frontier orbital gap in eV: 6.8
M in g mol⁻¹: 733.637

```
! wB97M-V def2-TZVPD RIJCOSX def2/J DEFGRID3
* xyz -2 1
Cs 0.45 0.55 -0.53
C -0.94 -4.84 -0.63
C -0.70 -3.38 -0.40
N 0.12 -2.67 -1.07
O 0.82 -3.36 -2.02
B 2.09 -2.69 -2.42
F 1.83 -1.45 -3.05
F 2.72 -3.58 -3.29
O 3.05 -2.51 -1.28
N 2.52 -1.80 -0.25
C 3.14 -1.89 0.86
C 4.42 -2.65 1.05
C 2.48 -1.21 2.05
N 1.36 -0.65 1.83
O 0.73 -0.13 2.92
B -0.71 0.20 2.64
F -0.81 1.25 1.68
F -1.25 0.61 3.85
O -1.51 -0.98 2.19
N -1.02 -1.52 1.04
C -1.37 -2.71 0.79
C -2.32 -3.50 1.64
C 3.09 -1.25 3.42
H -0.35 -5.17 -1.48
H -2.00 -5.04 -0.83
H -0.66 -5.44 0.24
H 4.70 -3.12 0.11
H 4.31 -3.43 1.81
H 5.23 -1.99 1.37
H -2.71 -2.86 2.43
H -1.82 -4.36 2.10
H -3.15 -3.89 1.04
H 4.03 -1.80 3.44
H 2.38 -1.71 4.12
H 3.26 -0.24 3.79
O -1.60 1.34 -2.98
C -2.39 1.91 -2.00
O -3.47 1.45 -1.72
C -1.82 3.16 -1.44
C -2.72 3.99 -0.81
C -2.33 5.23 -0.33
C -1.02 5.67 -0.47
C -0.11 4.87 -1.09
C -0.40 3.52 -1.55
O 0.46 2.72 -1.93
N 1.23 5.45 -1.27
O 1.59 6.32 -0.49
O 1.90 5.05 -2.20
N -3.31 6.11 0.28
O -4.47 5.74 0.35
O -2.93 7.21 0.68
H -3.75 3.67 -0.72
H -0.73 6.65 -0.12
F -1.15 -0.12 -4.70
B -1.80 0.11 -3.57
F -2.58 -0.84 -3.08
*
```

Results of the Löwdin charge analysis, in e, for atoms 1 through 2: 1.57 -0.03

---

ORCA calculation (ωB97M-V with the def2-TZVPD basis set) on a 2-piece molecular cluster, C15H14Cl2FNO2 overall.

Values from the calculation:
HOMO in Eh: -0.341
Calculated total energy in eV: -49128.8139
SMILES: CCOC(=O)[C@H](F)c1ccccc1.Clc1cccc(Cl)n1
Frontier orbital gap in eV: 9.5
M in g mol⁻¹: 330.186

```
! wB97M-V def2-TZVPD RIJCOSX def2/J DEFGRID3
* xyz 0 1
Cl -1.76 -2.27 1.56
C -1.69 -3.05 0.03
N -1.50 -2.31 -1.05
F 1.07 0.93 -1.21
C -0.89 -2.91 -2.08
Cl 0.06 -1.95 -3.15
C -0.87 -4.30 -2.24
C -1.41 -5.07 -1.22
C -1.75 -4.46 0.00
H -0.35 -4.71 -3.12
H -1.52 -6.10 -1.32
H -1.98 -4.97 0.92
C -3.97 2.00 -0.54
C -2.90 1.51 0.39
O -1.59 1.76 -0.22
C -0.50 1.63 0.55
C 0.82 1.90 -0.25
C 2.07 1.94 0.57
C 2.30 1.30 1.81
C 3.62 1.20 2.27
C 4.69 1.76 1.60
C 4.47 2.31 0.34
C 3.18 2.44 -0.16
O -0.62 1.37 1.74
H -4.89 1.57 -0.17
H -4.10 3.07 -0.51
H -3.84 1.68 -1.57
H -2.91 2.05 1.34
H -3.01 0.44 0.57
H 0.65 2.77 -0.89
H 1.41 0.90 2.32
H 3.74 0.61 3.18
H 5.69 1.54 1.93
H 5.30 2.58 -0.28
H 3.02 2.85 -1.16
*
```

Results of the natural (NBO) charge analysis, in e, for atoms 1 through 2: 0.03 0.20

---

ORCA calculation (ωB97M-V with the def2-TZVPD basis set) on C15H14ClINS as an isolated structure.

Values from the calculation:
HOMO in Eh: -0.112
Calculated total energy in eV: -48733.0274
Frontier orbital gap in eV: 5.4
M in g mol⁻¹: 402.708

```
! wB97M-V def2-TZVPD RIJCOSX def2/J DEFGRID3
* xyz -1 1
C 1.81 2.46 -0.60
C 1.77 1.05 -1.19
Cl 2.63 0.98 -2.78
C 2.47 0.04 -0.23
C 1.62 -1.16 0.11
C 2.04 -2.43 -0.29
C 1.30 -3.57 0.00
C 0.11 -3.46 0.70
C -0.32 -2.20 1.10
C 0.42 -1.05 0.81
N -0.06 0.24 1.22
C -1.44 0.44 0.87
C -1.84 1.59 0.21
C -3.16 1.78 -0.13
C -4.12 0.82 0.18
C -3.73 -0.34 0.83
C -2.40 -0.53 1.16
S -1.85 -2.00 1.97
H 1.04 2.56 0.16
H 1.76 3.27 -1.37
H 2.78 2.59 -0.10
H 0.75 0.71 -1.38
H 2.85 0.55 0.65
H 3.34 -0.33 -0.77
H 2.96 -2.51 -0.85
H 1.63 -4.54 -0.34
H -0.51 -4.32 0.93
H 0.00 0.30 2.24
H -1.11 2.35 -0.05
H -3.48 2.67 -0.67
H -5.15 0.99 -0.12
H -4.46 -1.10 1.07
I 2.35 4.15 -3.34
*
```

Results of the natural (NBO) charge analysis, in e, for atoms 1 through 2: -0.68 -0.15

---

ORCA calculation (ωB97M-V with the def2-TZVPD basis set) on C15H14CsN4O2S2 as an isolated structure.

Values from the calculation:
HOMO in Eh: -0.090
Calculated total energy in eV: -48057.5102
Frontier orbital gap in eV: 4.0
M in g mol⁻¹: 479.342

```
! wB97M-V def2-TZVPD RIJCOSX def2/J DEFGRID3
* xyz -1 1
Cs -0.07 0.68 0.39
C 5.44 0.56 -0.32
C 3.96 0.34 -0.50
N 3.18 -0.19 0.35
N 3.68 -0.52 1.58
C 2.91 -1.20 2.49
N 3.51 -1.23 3.72
S 1.46 -1.90 2.19
C 3.32 0.83 -1.77
C 4.05 1.56 -2.70
C 3.39 2.08 -3.81
C 2.03 1.86 -3.95
C 1.39 1.12 -2.97
N 2.01 0.61 -1.92
H 5.86 -0.08 0.44
H 5.65 1.60 -0.06
H 5.96 0.34 -1.25
H 4.54 -0.10 1.89
H 4.52 -1.16 3.79
H 3.08 -1.89 4.35
H 5.10 1.74 -2.57
H 3.93 2.66 -4.54
H 1.47 2.28 -4.77
H 0.31 0.95 -3.01
O -1.09 2.67 -0.89
C -1.55 2.93 0.25
O -0.83 3.04 1.28
C -3.04 3.02 0.44
C -3.56 4.18 1.02
C -4.91 4.34 1.27
C -5.77 3.28 0.96
C -5.26 2.11 0.42
C -3.89 1.93 0.14
S -3.32 0.38 -0.47
H -2.86 4.98 1.27
H -5.29 5.26 1.70
H -6.83 3.37 1.15
H -5.93 1.28 0.20
*
```

Results of the Löwdin charge analysis, in e, for atoms 1 through 2: 1.18 -0.03

---

ORCA calculation (ωB97M-V with the def2-TZVPD basis set) on C15H14MnN8O7S as an isolated structure.

Values from the calculation:
HOMO (spin up / spin down) in Eh: -0.530 / -0.530
Calculated total energy in eV: -84173.6434
Frontier orbital gap (spin up / spin down) in eV: 4.6 / 5.8
M in g mol⁻¹: 505.331

```
! wB97M-V def2-TZVPD RIJCOSX def2/J DEFGRID3
* xyz 2 2
Mn -0.21 0.86 -0.12
O -3.44 -2.99 -3.36
C -2.72 -2.10 -2.70
C -2.04 -1.03 -3.31
C -1.32 -0.19 -2.51
N -1.26 -0.35 -1.19
C -1.93 -1.34 -0.60
C -2.67 -2.24 -1.30
C -1.79 -1.22 0.88
O -2.22 -1.96 1.70
O -1.10 -0.06 1.16
C -0.55 1.02 -2.90
O -0.40 1.43 -4.00
O -0.02 1.60 -1.78
H -3.48 -2.82 -4.31
H -2.07 -0.85 -4.38
H -3.21 -3.04 -0.80
N -1.79 2.31 0.40
N -1.22 3.39 1.09
C 0.11 3.51 1.17
N 0.61 4.59 1.71
N 0.79 2.44 0.69
N 2.18 2.58 0.41
O 2.82 3.46 0.95
O 2.63 1.72 -0.29
H -2.34 2.65 -0.38
H -2.38 1.79 1.04
H -1.83 4.10 1.47
H 0.02 5.35 2.01
H 1.62 4.68 1.78
N 1.85 -0.58 -2.26
C 1.78 -1.13 -1.04
N 1.21 -0.53 0.00
C 1.45 -1.25 1.20
C 1.18 -0.84 2.50
C 1.47 -1.71 3.54
C 2.03 -2.96 3.30
C 2.35 -3.35 2.02
C 2.07 -2.48 0.98
S 2.47 -2.66 -0.71
H 1.84 0.43 -2.31
H 2.38 -1.04 -2.97
H 0.77 0.14 2.70
H 1.27 -1.41 4.56
H 2.24 -3.63 4.13
H 2.84 -4.31 1.83
*
```

Results of the natural (NBO) charge analysis, in e, for atoms 1 through 2: 1.26 -0.59

---

ORCA calculation (ωB97M-V with the def2-TZVPD basis set) on C15H15AsBO4S4Tc as an isolated structure.

Values from the calculation:
HOMO in Eh: -0.524
Calculated total energy in eV: -131032.0746
Frontier orbital gap in eV: 6.0
M in g mol⁻¹: 571.283

```
! wB97M-V def2-TZVPD RIJCOSX def2/J DEFGRID3
* xyz 2 1
Tc -0.81 -1.07 -0.78
C -0.72 -2.08 2.61
C -0.14 -2.17 1.23
C -0.57 -3.15 0.32
C 0.03 -3.25 -0.95
C 1.10 -2.41 -1.31
C 1.48 -1.37 -0.46
C 0.82 -1.23 0.79
H -0.16 -2.75 3.26
H -1.76 -2.41 2.63
H -0.65 -1.07 3.01
H -1.36 -3.84 0.59
H -0.31 -4.01 -1.65
H 1.56 -2.50 -2.28
H 2.24 -0.66 -0.74
H 1.12 -0.43 1.46
S -4.50 2.81 -2.27
As -4.39 1.24 -3.78
S -2.24 0.12 0.43
S -1.11 1.34 -0.75
S -5.74 1.08 -2.08
O 1.49 2.02 0.10
B 0.21 1.82 0.50
O -0.02 1.93 1.83
C 1.25 2.25 2.34
C 1.60 2.49 3.65
C 2.94 2.79 3.87
C 3.86 2.84 2.82
C 3.48 2.60 1.50
C 2.15 2.30 1.31
H 0.87 2.46 4.45
H 3.27 2.99 4.88
H 4.89 3.09 3.04
H 4.18 2.66 0.68
C -1.99 -0.73 -4.98
C -2.04 -0.46 -3.51
O -2.92 0.28 -2.94
O -1.18 -1.03 -2.79
H -2.48 0.05 -5.56
H -2.50 -1.68 -5.17
H -0.96 -0.83 -5.29
*
```

Results of the natural (NBO) charge analysis, in e, for atoms 1 through 2: 0.39 -0.66

---

ORCA calculation (ωB97M-V with the def2-TZVPD basis set) on C15H15Br45 as an isolated structure.

Values from the calculation:
HOMO in Eh: -0.369
Calculated total energy in eV: -3167704.9628
Frontier orbital gap in eV: 9.7
M in g mol⁻¹: 3790.965

```
! wB97M-V def2-TZVPD RIJCOSX def2/J DEFGRID3
* xyz 0 1
C -0.67 -24.44 -5.37
Br 0.89 -23.87 -4.39
Br -2.29 -23.78 -4.64
Br -0.55 -26.29 -5.70
H -0.57 -23.94 -6.35
C 4.46 -22.28 -1.38
Br 5.34 -20.70 -2.00
Br 5.06 -23.80 -2.40
Br 2.57 -22.26 -1.21
H 4.83 -22.48 -0.37
C -1.31 -26.24 -1.24
Br -2.74 -27.13 -0.34
Br 0.40 -27.04 -1.01
Br -1.23 -24.39 -0.95
H -1.53 -26.40 -2.26
C 1.12 -32.26 -2.31
Br 1.39 -33.29 -0.72
Br 1.52 -30.39 -2.16
Br -0.51 -32.45 -3.23
H 1.88 -32.55 -3.00
C 3.55 -25.00 6.10
Br 3.23 -25.07 8.01
Br 5.25 -24.29 5.60
Br 2.08 -24.31 5.22
H 3.65 -26.02 5.79
C 8.07 -29.98 -5.03
Br 7.20 -29.76 -3.40
Br 7.68 -31.58 -6.02
Br 9.88 -29.47 -4.95
H 7.68 -29.20 -5.68
C 8.78 -25.34 0.56
Br 10.20 -25.39 1.83
Br 9.46 -25.27 -1.22
Br 7.61 -23.89 1.05
H 8.20 -26.23 0.59
C -1.15 -22.81 3.38
Br -0.80 -24.72 3.47
Br -2.86 -22.38 2.72
Br 0.37 -21.94 2.67
H -1.14 -22.50 4.44
C -1.77 -31.19 2.35
Br -2.59 -31.91 0.83
Br -3.01 -30.64 3.70
Br -0.53 -29.69 2.00
H -1.11 -31.91 2.77
C 4.99 -19.50 3.63
Br 5.00 -21.24 2.85
Br 6.67 -19.13 4.43
Br 3.40 -19.29 4.71
H 4.96 -18.84 2.77
C 6.89 -29.02 2.86
Br 6.75 -27.16 3.29
Br 8.07 -29.89 4.13
Br 7.40 -29.44 1.07
H 5.90 -29.47 3.02
C 4.47 -32.73 2.08
Br 4.90 -33.65 0.55
Br 3.24 -33.72 3.20
Br 3.78 -30.96 1.71
H 5.40 -32.62 2.67
C 3.12 -28.53 -6.36
Br 4.24 -30.07 -6.54
Br 3.25 -27.29 -7.72
Br 3.25 -27.80 -4.59
H 2.09 -28.95 -6.42
C 0.30 -29.60 6.94
Br 0.49 -28.58 5.39
Br 1.30 -31.19 6.93
Br -1.53 -29.80 7.67
H 0.87 -28.98 7.68
C 2.99 -26.17 1.08
Br 2.32 -27.39 2.39
Br 3.91 -27.09 -0.31
Br 4.04 -24.81 1.89
H 2.18 -25.69 0.59
*
```

Results of the Löwdin charge analysis, in e, for atoms 1 through 2: -1.70 0.54

---

ORCA calculation (ωB97M-V with the def2-TZVPD basis set) on C15H15Br6N3O6 as an isolated structure.

Values from the calculation:
HOMO in Eh: -0.372
Calculated total energy in eV: -452796.6879
Frontier orbital gap in eV: 9.6
M in g mol⁻¹: 812.724

```
! wB97M-V def2-TZVPD RIJCOSX def2/J DEFGRID3
* xyz 0 1
C 3.02 -23.00 -15.19
N 3.94 -21.78 -15.10
O 3.41 -20.73 -14.74
O 5.02 -21.79 -15.65
H 1.96 -22.80 -15.12
H 3.30 -23.70 -14.41
H 3.05 -23.53 -16.14
C -3.80 -22.77 -11.56
C -4.78 -23.74 -11.24
C -4.64 -24.55 -10.09
C -3.45 -24.39 -9.37
C -2.44 -23.51 -9.67
C -2.56 -22.71 -10.78
N -3.29 -25.37 -8.28
O -4.18 -26.06 -7.82
O -2.17 -25.51 -7.82
H -4.02 -21.96 -12.24
H -5.68 -23.56 -11.81
H -5.47 -25.17 -9.78
H -1.55 -23.65 -9.08
H -1.85 -21.91 -10.93
C 7.39 -14.75 -7.17
C 6.55 -15.24 -6.18
C 5.87 -16.45 -6.57
C 6.06 -17.05 -7.77
C 6.91 -16.43 -8.73
C 7.63 -15.26 -8.41
N 5.30 -18.34 -8.02
O 5.63 -19.02 -9.00
O 4.32 -18.74 -7.42
H 7.87 -13.85 -6.80
H 6.43 -14.85 -5.18
H 5.14 -16.98 -5.98
H 7.01 -16.98 -9.66
H 8.48 -14.96 -9.02
C 10.52 -6.26 -12.60
Br 8.51 -6.00 -12.61
Br 10.93 -5.95 -14.52
Br 11.08 -8.10 -12.07
H 10.89 -5.46 -11.96
C 11.26 -19.09 -4.25
Br 10.60 -20.18 -2.80
Br 11.60 -20.19 -5.88
Br 12.95 -18.28 -3.68
H 10.62 -18.23 -4.47
*
```

Results of the natural (NBO) charge analysis, in e, for atoms 1 through 2: -0.50 0.52

---

ORCA calculation (ωB97M-V with the def2-TZVPD basis set) on C15H15BrCsNO7S as an isolated structure.

Values from the calculation:
HOMO in Eh: -0.078
Calculated total energy in eV: -113050.5467
Frontier orbital gap in eV: 6.1
M in g mol⁻¹: 566.161

```
! wB97M-V def2-TZVPD RIJCOSX def2/J DEFGRID3
* xyz -2 1
Cs -0.41 1.10 0.52
O 3.45 1.16 1.26
C 3.85 0.33 0.22
C 4.50 -0.91 0.81
C 3.52 -1.74 1.64
C 2.55 -2.51 0.79
C 2.93 -3.71 0.19
C 2.03 -4.40 -0.60
C 0.76 -3.86 -0.78
C 0.46 -2.66 -0.15
N 1.33 -2.00 0.62
H 2.93 1.92 0.84
H 4.58 0.84 -0.44
H 3.00 0.04 -0.42
H 5.33 -0.58 1.45
H 4.93 -1.52 0.01
H 2.96 -1.06 2.29
H 4.07 -2.44 2.28
H 3.93 -4.10 0.36
H 2.31 -5.33 -1.07
H 0.02 -4.35 -1.39
H -0.52 -2.20 -0.27
O 1.53 5.19 0.45
S 1.05 3.81 0.39
O -0.12 3.66 -0.53
O 2.13 2.88 -0.13
O 0.66 3.29 1.74
Br -6.33 4.67 -1.01
C -5.41 3.00 -0.86
C -6.15 1.86 -0.61
C -5.49 0.64 -0.50
C -4.11 0.56 -0.65
C -3.40 1.73 -0.91
C -4.04 2.96 -1.01
C -3.43 -0.83 -0.52
O -4.20 -1.81 -0.47
O -2.18 -0.81 -0.46
H -7.23 1.92 -0.49
H -6.03 -0.28 -0.31
H -2.33 1.72 -1.05
H -3.46 3.85 -1.20
*
```

Results of the Löwdin charge analysis, in e, for atoms 1 through 2: 1.35 -0.11

---

- Look up the calculated total energy of the second one.
  -77802.4089 eV